1.
{
  "formula": "C6H10O",
  "method": "ωB97M-V/def2-TZVPD",
  "homo_lumo_gap_ev": [7.4, 7.4],
  "relative_energy_ev": 3.553,
  "e_lumo_ha": [-0.0046, -0.0047],
  "largest_force_ev_per_a": 4.1,
  "species": ["O", "C", "C", "C", "C", "C", "C", "H", "H", "H", "H", "H", "H", "H", "H", "H", "H"],
  "xyz": [[1.61636, -1.15778, 0.89443], [-1.07377, -1.56186, 0.70927], [0.88537, -0.30751, 0.27582], [1.57380, 1.17301, 0.23980], [1.58115, 0.58113, -1.02892], [-1.54009, 0.63814, -0.33645], [-0.50722, -0.28403, 0.24117], [2.41122, 1.14439, 0.79660], [-1.77741, 0.13720, -1.32029], [2.38424, -0.00073, -1.35605], [-1.20377, 1.65584, -0.57420], [-2.39314, 0.50734, 0.37551], [-1.78420, -1.49561, 1.52512], [0.93457, 1.12044, -1.70718], [-0.35319, -2.30389, 0.93932], [-1.67901, -1.96009, -0.13988], [0.92509, 2.11402, 0.46592]],
  "lowdin_charge": [-0.090, -0.045, -0.537, -0.055, 0.021, -0.043, -0.228, 0.072, 0.109, 0.102, 0.075, 0.099, 0.092, 0.103, 0.067, 0.108, 0.150]
}

2.
{
  "formula": "C33H78N2O23P3S",
  "method": "ωB97M-V/def2-TZVPD",
  "homo_lumo_gap_ev": 6.3,
  "total_charge": 1,
  "e_lumo_ha": -0.1441,
  "largest_force_ev_per_a": 10.0,
  "species": ["S", "P", "P", "P", "O", "O", "O", "O", "O", "O", "O", "O", "O", "O", "O", "O", "O", "O", "O", "O", "O", "O", "O", "O", "O", "O", "O", "N", "N", "C", "C", "C", "C", "C", "C", "C", "C", "C", "C", "C", "C", "C", "C", "C", "C", "C", "C", "C", "C", "C", "C", "C", "C", "C", "C", "C", "C", "C", "C", "C", "C", "C", "H", "H", "H", "H", "H", "H", "H", "H", "H", "H", "H", "H", "H", "H", "H", "H", "H", "H", "H", "H", "H", "H", "H", "H", "H", "H", "H", "H", "H", "H", "H", "H", "H", "H", "H", "H", "H", "H", "H", "H", "H", "H", "H", "H", "H", "H", "H", "H", "H", "H", "H", "H", "H", "H", "H", "H", "H", "H", "H", "H", "H", "H", "H", "H", "H", "H", "H", "H", "H", "H", "H", "H", "H", "H", "H", "H", "H", "H"],
  "xyz": [[3.61130, -0.10358, -0.16085], [-1.65529, 0.67864, -2.40285], [1.12350, 4.36860, 1.04394], [1.30970, 2.34027, 1.87395], [-5.50591, 2.15441, 8.80960], [6.02772, 2.76558, -14.72426], [-2.62173, 1.20565, -1.28779], [1.10840, -1.33231, -0.27079], [6.13669, 1.53142, -7.57381], [3.78073, 0.11276, -1.68276], [-0.37409, 4.67074, 0.21142], [4.18027, 1.46828, -5.36422], [1.15328, 5.49525, 2.41741], [-3.54949, 2.21755, 6.60001], [-4.87107, -4.82467, -0.75405], [-2.32476, -0.81983, -2.98372], [0.38491, 0.27709, -5.84354], [1.68041, 2.25269, -1.34084], [-1.91411, 1.84041, -3.72961], [2.41656, 4.78138, 0.17271], [6.24234, 1.48454, -12.07347], [4.54496, -1.35722, 0.09711], [-3.38031, -0.13347, 3.27930], [-2.62372, -4.06065, 12.42711], [-4.80663, -7.42113, 0.64883], [-2.68816, -1.46419, 11.02423], [-3.36118, -1.74609, 1.47611], [2.89942, -0.33839, 2.96465], [0.63089, 1.57167, -0.84273], [-4.48650, 1.46077, 5.84409], [5.19968, 0.77464, -8.32973], [-4.13578, 3.38113, 7.19084], [4.70971, 0.18883, -5.02976], [0.75014, -0.95066, -1.60626], [-5.92222, -6.95774, 1.40376], [-2.11398, -2.65805, 10.48409], [5.06463, 1.85213, -14.18900], [5.55040, 2.69500, -6.98297], [0.89252, 0.96927, 0.55610], [1.89029, -0.30098, 0.49172], [-2.29993, 0.90329, 3.19182], [0.90051, 0.90951, -3.40613], [-2.81911, -3.90968, 11.01734], [0.22601, 0.56364, -1.90311], [7.25816, 2.12660, -15.05120], [-3.82023, -0.55022, 1.93999], [0.38854, -0.18802, -4.56557], [-4.11583, -4.30081, 0.33100], [5.20204, 2.45992, -5.50937], [-4.97647, 0.87496, 9.14406], [-4.85844, 0.24586, 0.95195], [-0.65611, 0.57379, 1.05536], [-4.48414, 3.14605, 8.66446], [-0.89877, 0.20443, 2.59925], [-3.73931, -3.59727, 13.18204], [-4.29688, -6.01853, -1.29419], [4.63077, 1.31204, 0.60600], [2.12223, -1.12190, 1.93595], [7.08315, 2.56795, -11.69745], [-5.00202, -7.27016, -0.76094], [-1.93292, -0.94033, 12.10928], [5.01321, 1.92377, -12.65917], [-4.64164, 1.93310, 4.87139], [5.61312, -0.22684, -8.48552], [7.11775, 3.35012, -12.46279], [-4.08934, 0.62804, 8.55304], [2.19679, -0.00348, 3.68719], [-1.03548, -2.69551, 10.68861], [-4.88000, 4.07627, 9.08393], [-6.07300, -7.25628, -1.00466], [0.21087, 5.80161, 2.56811], [5.71621, 1.31142, 0.10899], [4.80618, 3.39014, -5.08989], [0.01840, -1.27963, -4.27545], [3.57176, -0.95353, 3.48079], [-0.15881, 2.28576, -0.82341], [4.78001, 1.06666, 1.74786], [5.26879, 0.82862, -14.53154], [4.95821, 0.16104, -3.96582], [-2.24663, -2.61581, 9.39917], [-5.74611, 0.12407, 8.94134], [2.05782, 0.79661, -3.43661], [4.66628, 3.01382, -7.55136], [-1.15471, -0.96506, 2.62768], [1.66114, -1.23522, -2.32453], [-1.50507, 2.67931, -3.36432], [-0.11675, -1.69510, -1.95694], [7.15601, 1.59816, -16.00242], [6.29329, 3.49546, -7.04465], [-4.72797, 0.84717, 10.20800], [1.10357, -1.59217, 2.34643], [-1.60436, -1.72286, 12.80096], [-4.12388, -2.64388, 12.80730], [-3.21839, -6.05599, -1.08967], [5.59684, -0.05809, -5.62078], [6.09388, 2.18543, -4.92983], [4.08873, 2.14752, -14.58689], [-5.01990, 3.69995, 6.62246], [-5.94836, 0.02510, 1.31459], [-2.14059, 1.39637, 4.25353], [8.02578, 2.89915, -15.15694], [-4.56328, -8.15089, -1.24029], [8.09748, 2.18197, -11.55496], [-4.74895, -3.59870, 0.88268], [-4.42954, -5.97629, -2.37911], [-3.89009, -3.89580, 10.77362], [4.76370, 2.93817, -12.31989], [-6.30679, -6.00435, 1.02902], [-3.24509, -3.76385, -0.05212], [0.67593, 2.03141, -3.73307], [-1.06218, -0.40337, 11.72616], [-5.44771, 1.35925, 6.35839], [2.76775, -2.11742, 1.76959], [-2.38037, -4.79041, 10.53799], [-4.72230, -0.20863, -0.14124], [-3.39289, 4.18159, 7.12917], [-2.56604, -0.23822, 12.66096], [-1.27100, 1.58532, 0.88521], [3.94007, -0.56206, -5.23248], [-1.16386, -0.23134, 0.37618], [4.22873, 1.25016, -12.30242], [-1.11098, 4.94335, 0.83266], [4.08547, 2.34204, 0.49570], [6.73322, 2.99535, -10.75501], [-3.78727, -5.08334, 1.02268], [4.23847, 0.67312, -7.81543], [-3.41493, -3.45547, 14.21738], [-0.01245, 0.31803, 3.35043], [-4.07306, 0.45929, 5.68830], [-4.53398, -4.34729, 13.16083], [-2.72651, 1.73814, 2.49332], [-5.59784, -6.81595, 2.43910], [1.34059, 3.15509, -1.67977], [-6.71689, -7.70776, 1.38255], [5.04454, 1.24697, -9.30243], [2.70275, 2.26357, 2.28275], [7.57853, 1.42590, -14.27425], [-3.59230, 2.87156, 9.24399], [-4.55124, 1.37445, 0.95214], [-3.33807, -0.70965, -3.04097]],
  "lowdin_charge": [0.821, 0.791, 0.538, 0.948, -0.194, -0.197, -0.355, -0.115, -0.194, -0.387, -0.240, -0.214, -0.224, -0.208, -0.198, -0.190, -0.033, -0.016, -0.180, -0.396, -0.206, -0.371, -0.124, -0.196, -0.197, -0.210, -0.046, -0.027, -0.130, -0.121, -0.101, -0.193, -0.107, -0.136, -0.110, -0.195, -0.194, -0.192, -0.393, -0.368, -0.126, -0.095, -0.194, -0.283, -0.110, -0.256, -0.096, -0.126, -0.191, -0.105, -0.006, -0.173, -0.190, -0.176, -0.109, -0.196, -0.150, -0.186, -0.109, -0.192, -0.110, -0.199, 0.081, 0.096, 0.086, 0.081, 0.076, 0.125, 0.125, 0.127, 0.077, 0.125, 0.119, 0.147, 0.108, 0.167, 0.074, 0.126, 0.069, 0.119, 0.093, 0.122, 0.127, 0.136, 0.163, 0.079, 0.161, 0.087, 0.124, 0.086, 0.145, 0.086, 0.082, 0.124, 0.090, 0.128, 0.122, 0.127, 0.109, 0.143, 0.091, 0.123, 0.094, 0.076, 0.120, 0.126, 0.126, 0.082, 0.072, 0.143, 0.085, 0.093, 0.160, 0.122, 0.103, 0.119, 0.091, 0.113, 0.088, 0.130, 0.119, 0.096, 0.054, 0.079, 0.090, 0.083, 0.092, 0.085, 0.085, 0.088, 0.122, 0.090, 0.180, 0.088, 0.078, -0.034, 0.083, 0.127, 0.085, 0.133]
}

3.
{
  "formula": "C3H9BrN",
  "method": "ωB97M-V/def2-TZVPD",
  "homo_lumo_gap_ev": 8.3,
  "relative_energy_ev": 3.846,
  "total_charge": 1,
  "e_lumo_ha": -0.2347,
  "largest_force_ev_per_a": 3.4,
  "species": ["Br", "N", "C", "C", "C", "H", "H", "H", "H", "H", "H", "H", "H", "H"],
  "xyz": [[2.94204, -0.11848, -0.13465], [-0.48030, -0.16854, 0.42232], [-0.16426, -1.52934, 0.16047], [-1.43151, 0.61711, -0.38301], [1.54738, 1.14541, 0.15757], [1.73324, 1.64835, 1.08647], [-0.65408, 0.15494, 1.37915], [-1.36668, 0.22496, -1.47811], [1.31202, 1.52378, -0.81066], [0.01826, -2.22365, 0.91837], [-0.64679, -2.01290, -0.64742], [-1.07386, 1.71991, -0.34105], [0.78815, -1.49874, -0.29639], [-2.52360, 0.51719, -0.03308]],
  "lowdin_charge": [0.835, -0.122, -0.093, -0.083, -0.283, 0.032, 0.148, 0.126, 0.018, 0.094, 0.101, 0.106, -0.001, 0.122]
}

4.
{
  "formula": "C6H10O",
  "method": "ωB97M-V/def2-TZVPD",
  "homo_lumo_gap_ev": 10.3,
  "relative_energy_ev": 1.554,
  "smiles": "CC1CC1.C=C=O",
  "e_lumo_ha": 0.0325,
  "largest_force_ev_per_a": 1.1,
  "species": ["O", "C", "C", "C", "C", "C", "C", "H", "H", "H", "H", "H", "H", "H", "H", "H", "H"],
  "xyz": [[3.97244, -0.84760, -0.66867], [2.99377, -1.36431, -0.29604], [-1.32522, 0.86593, -0.37274], [-0.72638, 1.78814, 0.65082], [0.15095, 1.14374, -0.38557], [-1.83636, -0.49450, 0.04161], [1.89302, -1.94477, 0.12249], [-2.86083, -0.43639, 0.42736], [0.81064, 0.34947, -0.04921], [-1.83464, -1.19613, -0.80170], [1.03630, -1.99999, -0.53788], [-0.92070, 2.85369, 0.57152], [0.56089, 1.76210, -1.17931], [-1.90241, 1.34798, -1.16008], [1.84228, -2.33004, 1.13215], [-0.64715, 1.42245, 1.67218], [-1.20661, -0.91978, 0.83306]],
  "lowdin_charge": [0.165, -0.268, -0.357, -0.133, -0.136, -0.086, -0.011, 0.073, 0.059, 0.072, 0.063, 0.094, 0.099, 0.128, 0.067, 0.099, 0.073]
}

| no. | calculated total energy (a.u.) |
| --- | --- |
| 1 | -309.711806 |
| 2 | -4565.550170 |
| 3 | -2748.083626 |
| 4 | -309.785274 |